(1)
The following is a quantum chemistry calculation of 4 unconnected molecules or ions with the total composition C23H54ClN4O9, from the OMol25 dataset.

Structure (XYZ):
```
91
C23H54ClN4O9 | the OMol25 dataset | wB97M-V/def2-TZVPD
N -10.03125 7.14537 -2.96835
C -9.23377 7.39780 -4.13692
N -8.14350 6.40131 -4.30503
C -7.03583 6.57666 -4.99449
N -6.74656 7.72953 -5.64150
C -5.42164 8.28659 -5.28759
C -4.38584 7.23560 -5.65331
C -4.68990 5.93444 -4.92468
Cl -3.71029 4.60732 -5.55686
N -6.11774 5.56781 -5.10572
H -9.79536 7.77494 -2.21344
H -9.96508 6.20479 -2.60246
H -8.76489 8.37903 -4.04736
H -9.85365 7.37621 -5.03752
H -8.31321 5.49299 -3.89589
H -7.50847 8.38881 -5.69436
H -5.38885 8.49691 -4.21244
H -5.25964 9.22446 -5.81286
H -3.37344 7.56865 -5.42688
H -4.43367 7.03638 -6.72676
H -4.46115 6.01001 -3.86029
H -6.34998 4.80788 -4.47389
C 0.31443 0.51124 -0.50828
O -0.44893 -0.01505 -1.57123
C -1.68681 -0.53994 -1.13515
C -2.65934 -0.63957 -2.28771
O -3.24230 0.60481 -2.65694
C -2.43703 1.47231 -3.43572
C -2.34825 1.08567 -4.89632
O -1.41786 0.04352 -5.08433
C -1.57416 -0.60380 -6.32715
H 0.55190 -0.25632 0.23630
H 1.24393 0.89249 -0.92516
H -0.21520 1.33148 -0.00950
H -2.11560 0.09928 -0.35210
H -1.53504 -1.54446 -0.71527
H -3.49572 -1.26083 -1.96221
H -2.18552 -1.12219 -3.14474
H -1.43624 1.58131 -3.01229
H -2.93881 2.44259 -3.38631
H -2.02899 1.96686 -5.47577
H -3.34256 0.78031 -5.25049
H -2.56877 -1.05561 -6.41545
H -0.82210 -1.38722 -6.38344
H -1.42590 0.09141 -7.16196
C -1.36605 -1.83964 4.32570
O 0.03823 -1.93057 4.33527
C 0.59438 -1.87623 3.03542
C 2.04254 -1.44745 3.07626
O 2.22177 -0.05077 3.25478
C 2.06451 0.45770 4.57154
C 3.23679 0.16200 5.48019
O 3.16070 -1.16881 5.95087
C 4.39178 -1.65183 6.43532
H -1.81977 -2.66619 3.76540
H -1.70426 -1.88787 5.35873
H -1.69877 -0.89183 3.88497
H 0.03046 -1.16752 2.41420
H 0.53004 -2.87173 2.57316
H 2.47574 -1.66608 2.09764
H 2.58915 -2.02212 3.82670
H 1.13644 0.10624 5.02837
H 2.00146 1.54085 4.44950
H 3.22137 0.85614 6.33213
H 4.16991 0.31882 4.92358
H 5.14912 -1.64142 5.64207
H 4.22529 -2.67892 6.75432
H 4.75717 -1.06779 7.28755
C 3.18052 -6.12504 3.97642
O 4.38658 -5.58402 3.48889
C 5.08178 -4.84380 4.47557
C 6.54765 -4.71977 4.12714
O 7.30419 -5.88448 4.40935
C 7.20618 -6.95022 3.47764
C 8.01690 -6.73910 2.21895
O 7.34647 -5.86543 1.32970
C 8.20604 -5.34939 0.34083
H 2.49357 -5.33860 4.31309
H 2.71566 -6.67503 3.16040
H 3.36275 -6.81203 4.81079
H 4.98385 -5.32787 5.45573
H 4.64598 -3.83677 4.54005
H 6.97031 -3.94335 4.76945
H 6.66670 -4.40671 3.08731
H 6.16524 -7.16618 3.22702
H 7.62304 -7.81698 3.99410
H 8.17302 -7.71092 1.72949
H 8.99812 -6.32670 2.48708
H 9.02513 -4.77401 0.78784
H 7.61648 -4.69180 -0.29496
H 8.63438 -6.14856 -0.27573
```

Largest force on an atom ... 1.4 eV/Å
Charge ... +1
Multiplicity ... 1
Lowest unoccupied orbital energy ... -3.17 eV
Gap between HOMO and LUMO ... 6.86 eV


(2)
The following is a quantum chemistry calculation of a molecular structure, C23H54ClN9NbO20P2, from the OMol25 dataset.

Structure (XYZ):
```
110
C23H54ClN9NbO20P2 | the OMol25 dataset | wB97M-V/def2-TZVPD
C 3.04413 -1.61344 0.53063
C 2.36592 -0.25502 0.11749
N 2.72752 0.04526 -1.27361
Nb 1.20637 0.82658 -2.42869
C 0.21696 1.90445 -0.68936
C -0.37672 3.32151 -1.04744
C -1.89048 3.27949 -1.06889
C -2.66089 2.78896 -0.02290
C -4.02787 2.76845 -0.12680
C -4.67654 3.22647 -1.25144
C -3.94122 3.73709 -2.29418
C -2.56798 3.75708 -2.17359
C -0.17102 -0.98029 -2.29798
O 0.38701 -2.09070 -1.57597
C -0.49905 -2.70392 -0.67716
C -0.39250 -4.25230 -0.86077
O -1.67796 -4.86678 -0.95306
C -2.03235 -5.17189 -2.29236
C -2.82381 -4.02299 -2.96687
P -0.50699 1.78852 -4.14919
O -0.28803 3.23280 -4.56686
P 2.46772 -0.15911 -4.51618
O 4.07769 0.37697 -4.46008
Cl 2.42963 -2.23347 -4.24066
H 3.79951 -1.47534 1.30120
H 2.29077 -2.36704 0.77983
H 3.57237 -1.99725 -0.34933
H 1.29549 -0.40701 0.26953
H 2.80614 0.50868 0.76697
H 3.49983 0.70807 -1.33075
H 2.20211 2.35886 -2.67305
H -0.56962 1.22141 -0.34390
H 0.89779 2.06328 0.15430
H 0.05670 3.75564 -1.94893
H -0.10897 3.98986 -0.21915
H -2.20112 2.42532 0.89602
H -4.63112 2.36964 0.68562
H -5.75956 3.17906 -1.33837
H -4.37035 4.10864 -3.21957
H -1.97467 4.15716 -2.99756
H -1.14465 -0.63408 -1.91453
H -0.38195 -1.33550 -3.32709
H -1.55292 -2.45319 -0.85242
H -0.28286 -2.45715 0.37518
H 0.09428 -4.63380 0.04586
H 0.23834 -4.40580 -1.74161
H -1.17746 -5.41330 -2.93154
H -2.69336 -6.04922 -2.27644
H -3.59203 -4.44574 -3.61917
H -3.35043 -3.49201 -2.16577
H -2.16199 -3.30668 -3.45896
H -1.86396 1.54888 -3.74364
H -0.39522 1.00963 -5.34856
H 4.06925 1.19130 -4.97851
C -5.65214 -6.24925 -0.46030
N -5.86325 -5.44824 -1.69694
O -5.93098 -6.04959 -2.75229
O -5.94918 -4.24899 -1.55909
H -5.59447 -7.29685 -0.73287
H -4.72194 -5.91197 -0.00969
H -6.49672 -6.06334 0.19665
C -0.13129 3.80482 3.19189
N 0.14495 2.39676 2.80279
O -0.72207 1.78619 2.22282
O 1.24182 1.95416 3.09378
H -1.13528 4.06884 2.87522
H -0.03606 3.86530 4.27168
H 0.60455 4.42500 2.69909
C 5.07303 -1.40927 5.47302
N 4.57938 -1.29042 4.07301
O 4.89709 -0.29774 3.44977
O 3.89366 -2.19913 3.66054
H 5.66782 -0.53326 5.70564
H 4.20359 -1.47332 6.12065
H 5.67178 -2.31336 5.53187
C 4.44181 3.80747 4.05002
N 3.41757 4.79487 4.48753
O 3.62995 5.42628 5.50643
O 2.43512 4.89658 3.79101
H 5.25968 3.82049 4.76158
H 3.96120 2.83248 4.02100
H 4.77902 4.10471 3.06137
C -0.20591 -7.45777 0.87479
N -0.75322 -8.81736 1.13413
O -0.10386 -9.77080 0.75789
O -1.82145 -8.87876 1.70922
H 0.74256 -7.55922 0.35971
H -0.92581 -6.92352 0.25650
H -0.07373 -6.96803 1.83526
C 4.53680 7.30304 8.01435
N 5.88977 7.36664 8.63283
O 6.58760 6.37637 8.56555
O 6.20189 8.41216 9.16477
H 4.39697 6.32063 7.58138
H 3.81078 7.48833 8.80071
H 4.49028 8.07255 7.24974
C -3.40864 -5.91241 -6.42995
N -1.94441 -5.69509 -6.27046
O -1.37921 -5.03503 -7.11340
O -1.42062 -6.20088 -5.29825
H -3.73532 -5.40830 -7.33224
H -3.57327 -6.98372 -6.49973
H -3.89864 -5.49847 -5.55355
C -1.86674 8.00379 -1.38370
N -1.55208 6.74078 -0.66387
O -2.40631 6.28259 0.06612
O -0.45757 6.26112 -0.86335
H -2.86957 8.31471 -1.11324
H -1.13272 8.74411 -1.07907
H -1.79610 7.79733 -2.44801
```

Largest force on an atom ... 5.7 eV/Å
Charge ... -1
Multiplicity ... 1
Lowest unoccupied orbital energy ... 1.29 eV
Gap between HOMO and LUMO ... 4.88 eV